1.
# C30H48BrN2O7Si

A 2-piece molecular cluster, C30H48BrN2O7Si overall at a distorted geometry (the ωB97M-V functional and the def2-TZVPD basis, OMol25).

Positions of all 89 atoms, in Å:
1 C -5.6284 2.4031 -1.0164
2 C -4.4607 1.7210 -0.8024
3 C -3.8650 1.4183 0.5726
4 C -2.4408 1.0276 0.3834
5 C -1.9008 -0.1961 0.4412
6 C -2.6272 -1.4605 0.7556
7 C -2.3217 -2.6867 -0.1470
8 C -2.2441 -3.9665 0.6983
9 C -0.9432 -4.1825 1.5002
10 C -1.0123 -3.8110 2.9814
11 C 0.2953 -4.1716 3.7455
12 C 0.7491 -2.9959 4.6474
13 C 1.3756 -3.4769 5.9786
14 N -0.5619 -0.0022 0.1988
15 C 0.4598 -1.0448 0.2187
16 C 1.3046 -0.9083 1.4925
17 O 0.8166 -0.4522 2.4778
18 Br 3.1219 -1.5596 1.3964
19 C -0.2825 1.2856 -0.0034
20 O 0.8870 1.8060 -0.2452
21 C 1.1181 1.9992 -1.6894
22 C 2.5773 2.3684 -1.8948
23 C 3.3790 1.1374 -2.3668
24 N -1.4386 1.9172 0.1201
25 C -1.4703 3.3854 0.0031
26 C -2.1251 3.9276 -1.2677
27 O -1.7000 5.2837 -1.3849
28 Si -2.7819 6.4337 -0.7886
29 C -1.9752 8.1216 -0.9602
30 C -4.3842 6.4646 -1.7710
31 C -3.2172 6.2211 1.0313
32 H -6.5858 1.9419 -0.7807
33 H -5.6414 3.3950 -1.4520
34 H -3.8879 1.3922 -1.6697
35 H -4.4130 0.5856 1.0152
36 H -3.9052 2.2936 1.2092
37 H -3.6783 -1.2270 0.6278
38 H -2.5156 -1.6713 1.8158
39 H -1.4759 -2.5515 -0.8149
40 H -3.1919 -2.8121 -0.7878
41 H -3.0808 -3.9316 1.3967
42 H -2.3977 -4.8519 0.0874
43 H -0.0621 -3.7002 1.0687
44 H -0.7357 -5.2508 1.4711
45 H -1.2019 -2.7564 3.1723
46 H -1.8121 -4.3994 3.4308
47 H 1.0853 -4.2889 3.0046
48 H 0.1508 -5.0455 4.3693
49 H 1.5194 -2.4333 4.1306
50 H -0.0764 -2.3365 4.9029
51 H 1.1636 -4.5223 6.1884
52 H 0.9975 -2.8806 6.8057
53 H 2.4537 -3.3424 5.9986
54 H 1.0814 -0.9667 -0.6696
55 H 0.0382 -2.0405 0.2061
56 H 0.5212 2.8617 -1.9832
57 H 0.8077 1.1261 -2.2567
58 H 2.9930 2.6332 -0.9279
59 H 2.6751 3.1851 -2.5985
60 H 4.1580 1.4454 -3.0539
61 H 3.8350 0.6642 -1.5059
62 H 2.7452 0.4309 -2.8908
63 H -1.9382 3.7627 0.9081
64 H -0.4527 3.7573 0.0315
65 H -3.2108 3.8828 -1.2525
66 H -1.6941 3.3860 -2.1093
67 H -2.0878 8.5470 -1.9530
68 H -2.5412 8.7654 -0.2833
69 H -0.9509 8.1379 -0.5961
70 H -4.1938 6.8024 -2.7858
71 H -5.0834 7.1158 -1.2511
72 H -4.8072 5.4608 -1.8082
73 H -4.0504 5.5196 1.1329
74 H -2.3949 5.8632 1.6479
75 H -3.5453 7.1646 1.4628
76 C 5.5059 -4.5360 -3.9130
77 C 6.5850 -5.3287 -3.8306
78 C 7.3344 -5.5062 -2.5400
79 O 8.2914 -6.2532 -2.5243
80 C 6.8738 -4.7666 -1.3710
81 C 5.8017 -3.9718 -1.4590
82 C 5.0389 -3.8204 -2.7412
83 O 4.0530 -3.1027 -2.7443
84 O 5.3494 -3.2757 -0.4097
85 O 7.0536 -6.0024 -4.8692
86 H 4.9549 -4.4039 -4.8334
87 H 7.4301 -4.8883 -0.4523
88 H 4.5798 -2.7656 -0.7273
89 H 7.8321 -6.4966 -4.5438

Cartesian forces, eV/Å:
0.040 -0.649 0.215
-0.303 0.578 -0.064
-0.600 -1.508 -1.077
-1.223 0.214 0.478
-0.312 -0.116 0.097
0.530 -0.013 -0.450
-0.850 -0.374 0.588
0.614 0.198 0.018
-0.348 -0.078 0.407
0.572 -0.649 0.334
-0.396 1.600 -0.222
0.462 -0.935 0.764
0.017 0.391 -0.037
1.447 -2.048 -0.162
0.996 0.568 -0.163
-0.945 0.330 0.519
0.785 -0.242 -0.451
-0.449 0.077 0.015
-1.188 -0.873 0.458
0.418 -0.428 -0.358
0.371 1.562 -0.058
0.170 -1.514 0.028
0.020 0.607 -0.005
0.810 2.076 -0.581
-0.691 -0.068 0.461
0.937 0.682 0.159
-0.643 -0.218 0.386
0.144 1.485 -0.163
-0.423 -0.476 0.389
0.676 -0.577 0.389
-0.012 -0.614 -0.244
-0.052 0.971 1.890
-0.253 -0.710 -1.961
1.138 1.572 0.045
0.122 0.140 0.629
-0.358 0.107 0.063
-0.113 0.021 0.057
0.255 -0.261 0.096
0.122 -0.036 0.017
0.053 0.085 -0.296
-0.098 -0.112 0.070
-0.102 0.082 -0.299
-0.063 -0.054 -0.256
0.225 -0.083 -0.041
-0.243 0.118 -0.276
-0.300 0.241 0.023
0.110 -0.666 0.074
0.143 -0.340 -0.246
-0.180 0.389 -0.180
-0.135 0.081 -0.248
-0.064 -0.066 0.024
-0.067 -0.047 0.142
0.148 -0.141 -0.100
0.146 0.070 -0.041
-0.251 0.081 0.136
-0.367 -0.118 0.013
-0.053 -0.229 0.167
-0.102 0.605 0.037
-0.111 0.200 0.011
0.257 -0.097 -0.020
0.124 -0.352 0.000
-0.021 -0.219 -0.105
-0.242 0.108 -0.009
0.198 -0.182 -0.083
-0.055 -0.429 -0.095
-0.406 -0.164 -0.238
0.322 -0.035 -0.144
-0.051 0.111 0.006
0.178 0.047 -0.255
-0.147 0.109 -0.084
-0.122 0.105 -0.130
-0.254 0.010 -0.111
0.001 -0.057 0.131
0.118 0.002 0.054
-0.043 0.130 -0.127
-0.108 0.116 0.081
-0.291 0.124 -0.324
0.052 0.113 0.461
-0.047 -0.032 -0.271
0.098 -0.088 -0.024
0.361 -0.120 0.423
-0.061 -0.123 -0.415
-0.078 0.206 0.299
-0.222 0.091 -0.368
0.242 -0.108 0.268
0.018 -0.024 -0.009
-0.013 0.006 0.010
0.029 -0.110 -0.074
-0.010 -0.024 -0.068

Summary:
* E_HOMO: -10.85 eV
* HOMO-LUMO gap: 7.734 eV
* energy: -4671.33255 hartree
* net charge: +1

2.
# C30H48CeP2Se

C30H48CeP2Se as an isolated structure at a distorted geometry (the ωB97M-V functional and the def2-TZVPD basis, OMol25).

Positions of all 82 atoms, in Å:
1 Ce -1.2601 0.8323 0.2816
2 C 0.2244 0.4441 2.1920
3 C 1.0280 0.7843 1.0499
4 C -0.3470 2.6189 1.5149
5 C -0.6094 1.5785 2.4839
6 C 0.7226 2.1337 0.6591
7 C 0.3906 -0.8024 3.0067
8 H 1.3973 -1.2300 2.8659
9 H -0.3375 -1.5802 2.7248
10 H 0.2527 -0.5900 4.0811
11 C -1.5201 1.7227 3.6582
12 H -1.1170 1.1622 4.5126
13 H -2.5291 1.3458 3.4185
14 H -1.5857 2.7859 3.9341
15 C -1.1048 3.9060 1.3980
16 H -1.2944 4.3228 2.3986
17 H -2.1051 3.8232 0.9119
18 H -0.5030 4.6298 0.8339
19 C 1.3196 2.7659 -0.5567
20 H 2.1294 3.4629 -0.2952
21 H 0.5699 3.2965 -1.1659
22 H 1.7859 1.9776 -1.1695
23 C 1.9679 -0.1366 0.3447
24 H 2.9402 0.3612 0.1932
25 H 1.5931 -0.4350 -0.6524
26 H 2.1059 -1.0480 0.9402
27 C -0.2311 -3.5480 -1.9991
28 C 0.7905 -3.5162 -1.1288
29 C 2.2496 -3.3164 -1.3894
30 C 2.6693 -2.9707 -2.8394
31 C 2.4927 -1.5373 -3.2519
32 C 1.3373 -0.9612 -3.6274
33 C -0.0592 -1.3897 -3.3256
34 C -0.3044 -2.9187 -3.3619
35 H 2.7581 -4.2729 -1.1690
36 H 2.1990 -3.7025 -3.5085
37 H 2.6290 -2.5679 -0.6653
38 H 0.4351 -3.3863 -4.0177
39 H -1.2209 -3.8472 -1.6294
40 H 0.5602 -3.5484 -0.0502
41 H -1.3127 -3.1278 -3.7739
42 H -0.4304 -0.9583 -2.3776
43 H 1.3910 -0.0476 -4.2501
44 H -0.7267 -0.9182 -4.0759
45 H 3.7367 -3.2091 -2.9564
46 H 3.4303 -0.9565 -3.3789
47 P -0.9702 -0.9408 -6.3199
48 P -1.0764 1.9982 -6.9102
49 C -1.2849 -0.5627 -8.1362
50 C -1.7264 0.8866 -8.2912
51 H -2.0732 -1.2538 -8.4797
52 H -0.3597 -0.7626 -8.7034
53 H -1.3661 1.2931 -9.2482
54 H -2.8253 0.9721 -8.2787
55 C -1.7207 3.4798 -7.7943
56 H -1.3242 4.3885 -7.3383
57 H -2.8113 3.5068 -7.7050
58 H -1.4542 3.4554 -8.8561
59 C 0.6552 2.0234 -7.5775
60 H 0.6417 2.0302 -8.6737
61 H 1.2249 1.1564 -7.2254
62 H 1.1568 2.9267 -7.2132
63 C -2.5279 -1.9045 -6.1101
64 H -2.7191 -2.1526 -5.0596
65 H -2.4585 -2.8176 -6.7142
66 H -3.3454 -1.2707 -6.4763
67 C 0.2990 -2.2538 -6.5664
68 H 0.6779 -2.2276 -7.6080
69 H -0.1250 -3.2562 -6.3536
70 H 1.1601 -2.0660 -5.8913
71 Se -3.0715 -1.0795 1.6908
72 C -2.8348 -2.2929 3.1478
73 C -2.9700 -3.7012 2.9559
74 C -2.8254 -4.5971 4.0207
75 C -2.5654 -4.1305 5.3180
76 C -2.4373 -2.7509 5.5301
77 C -2.5726 -1.8465 4.4725
78 H -3.1964 -4.0729 1.9503
79 H -2.9224 -5.6720 3.8410
80 H -2.4695 -4.8290 6.1466
81 H -2.2357 -2.3734 6.5350
82 H -2.4795 -0.7708 4.6572

Cartesian forces, eV/Å:
-4.958 -3.247 -3.142
1.078 1.283 0.491
0.244 1.222 1.313
1.977 -0.548 0.968
1.483 0.368 0.381
0.207 -0.132 1.349
-0.149 -0.452 0.105
-0.377 0.271 0.135
0.245 0.242 0.220
0.041 -0.100 -0.481
-0.394 0.144 -0.033
-0.210 0.142 -0.229
0.319 0.170 0.342
-0.062 -0.388 0.041
0.097 0.220 -0.029
0.017 -0.113 -0.355
0.393 -0.054 0.092
-0.324 -0.104 0.092
0.011 -0.142 -0.339
-0.360 -0.038 -0.048
0.313 0.008 0.080
-0.183 0.360 0.000
0.120 -0.005 -0.057
-0.319 -0.318 0.004
0.165 -0.024 0.125
0.067 0.265 -0.294
-0.408 0.559 0.974
-0.510 0.350 0.192
0.483 0.078 -0.301
0.608 -0.403 0.849
-0.267 0.350 -0.895
0.739 0.853 0.224
-0.829 -0.510 -0.871
-0.073 -0.605 -0.149
-0.229 0.335 0.254
-0.072 0.468 0.054
0.102 -0.407 -0.419
-0.424 0.264 -0.204
0.421 0.226 0.243
-0.028 -0.826 -0.516
0.673 0.118 0.144
0.284 -0.192 0.176
0.080 -0.116 0.813
0.461 -0.183 0.433
-0.196 0.150 0.267
-0.690 -0.481 -0.281
-0.032 -0.244 -1.474
-0.275 0.174 -1.450
0.055 -0.215 0.299
-0.272 0.047 0.378
0.466 0.155 -0.134
-0.406 0.135 0.228
-0.240 -0.004 0.266
0.294 -0.036 -0.041
0.122 0.437 0.181
-0.055 0.082 -0.094
0.128 -0.003 -0.003
-0.026 0.116 0.141
0.057 0.173 0.366
0.061 0.038 0.202
-0.072 0.095 -0.067
0.031 -0.149 -0.098
0.056 -0.052 0.283
-0.062 -0.029 -0.256
-0.232 0.142 0.168
0.091 -0.220 0.121
0.483 -0.595 0.159
-0.246 -0.115 0.618
0.384 0.451 -0.177
-0.476 -0.290 -0.401
0.459 0.586 -0.842
0.278 -1.210 1.496
0.094 0.906 -0.185
0.005 0.297 0.189
-0.026 0.402 -0.538
-0.079 -0.205 -0.178
-0.114 -0.065 -0.798
0.122 0.112 0.419
0.000 0.425 0.020
0.001 0.162 -0.186
-0.081 -0.096 -0.315
-0.059 -0.465 -0.015

Summary:
* E_HOMO (alpha / beta): -9.74 / -9.74 eV
* energy relative to the best compared isomer or geometry (same formula, charge and spin): 0.000 eV
* HOMO-LUMO gap (alpha / beta): 6.062 / 6.087 eV
* energy: -4730.83445 hartree
* net charge: +1
* 2S+1: 2
* ⟨S²⟩: 0.752